# 1
43
Properties=species:S:1:pos:R:3:forces:R:3:lowdin_charge:R:1 method="wB97M-V/def2-TZVPD" homo_lumo_gap_ev=8.767 smiles=NCNCCCCS.O.O.O.O.O.O.O e_above_lowest_ev=0.604 charge=0 e_lumo_ev=0.211 homo_energy_ev=-8.6 e_tot_ev=-33786.7966 fmax_ev_per_a=1.91
N -1.996955 -1.361168 2.712736 0.015 0.844 0.288 0.02
C -2.348450 -0.229228 1.840945 -0.241 -0.556 1.486 -0.30
N -1.574170 0.017233 0.667710 0.448 1.527 -0.023 -0.09
C -1.474656 -0.847206 -0.462358 -1.079 -0.152 -1.567 -0.25
C -0.279901 -1.819668 -0.424794 -1.152 0.618 0.148 -0.19
C -0.002037 -2.365721 -1.820045 -1.055 -1.170 0.649 -0.28
C 0.754963 -1.482560 -2.767589 1.374 -1.020 -0.660 -0.53
S 2.601047 -1.555543 -2.659726 0.433 0.652 -0.500 0.67
H -1.160668 -1.133157 3.240242 0.077 -0.450 -0.238 0.02
H -1.891068 -2.235468 2.231588 0.111 -0.199 -0.203 0.05
H -3.386878 -0.376095 1.596786 -0.497 0.017 -0.532 0.10
H -2.334973 0.652326 2.534863 0.211 -0.495 -0.919 0.12
H -0.660642 0.408369 0.899186 -0.508 -0.328 0.087 0.07
H -2.477498 -1.330533 -0.680181 1.070 0.078 0.553 0.15
H -1.391764 -0.192577 -1.390343 0.322 -0.832 0.851 0.09
H -0.523629 -2.630570 0.281475 0.320 0.234 -0.235 0.11
H 0.519863 -1.205580 -0.012083 0.424 -0.344 -0.091 0.09
H 0.297367 -3.427986 -1.633426 0.596 0.915 -1.001 0.13
H -0.965207 -2.461771 -2.327801 -0.343 -0.206 0.222 0.11
H 0.419621 -0.451162 -2.747838 0.137 0.160 0.441 0.04
H 0.608335 -1.791075 -3.819678 -0.146 -0.055 0.576 0.07
H 2.975043 -2.288277 -1.599841 -0.809 -0.017 0.198 -0.17
O 0.791672 -0.748433 4.156991 0.127 0.869 -0.001 -0.06
H 1.273409 -0.135401 3.576726 -0.230 -0.332 -0.267 0.00
H 0.282702 -0.098973 4.662839 -0.118 -0.357 0.233 0.06
O -0.111132 2.301119 -2.198230 0.486 -0.323 -0.088 -0.05
H -0.956388 2.379363 -2.651639 -0.185 -0.303 0.192 0.05
H -0.027429 1.378879 -1.910096 -0.418 0.295 0.087 0.02
O 3.008160 0.391638 2.460886 -0.175 -1.037 0.623 -0.04
H 2.953314 -0.578648 2.419065 0.199 0.167 -0.402 0.06
H 3.066503 0.480818 3.423169 0.271 0.613 -0.125 0.06
O 1.629098 1.083494 -0.024894 -0.662 -0.498 -0.308 -0.07
H 2.171010 0.573221 0.585005 0.360 0.532 -0.117 0.03
H 2.137473 1.718476 -0.566318 0.355 -0.054 0.040 0.03
O -2.655281 1.654912 -1.854687 -0.493 0.076 -0.126 -0.07
H -3.250421 2.403435 -1.743390 -0.025 -0.088 0.092 0.06
H -2.440860 1.345354 -0.959550 -0.034 0.094 0.181 0.02
O -0.037296 2.153200 1.700040 0.017 -0.096 -0.356 -0.09
H 0.445983 1.798807 0.908534 0.332 0.586 0.677 -0.01
H -0.912047 2.321257 1.338236 -0.159 0.227 0.190 0.02
O 2.373727 2.790651 -1.997659 -0.318 -0.829 -0.768 -0.09
H 1.508624 2.430769 -2.368137 0.943 1.099 0.453 0.01
H 3.041439 2.463477 -2.616718 0.017 0.138 0.258 0.05

# 2
9
Properties=species:S:1:pos:R:3:forces:R:3:lowdin_charge:R:1 method="wB97M-V/def2-TZVPD" homo_lumo_gap_ev=8.877 e_above_lowest_ev=2.316 charge=0 e_lumo_ev=-0.037 homo_energy_ev=-8.9 e_tot_ev=-20132.4808 fmax_ev_per_a=3.17
C -1.985067 1.099689 0.190320 -0.061 -0.668 -0.879 -0.20
C -2.000553 0.143374 -0.886632 0.309 0.682 0.987 -0.22
C 1.258916 -1.154315 -0.305578 0.014 0.027 -2.219 -0.67
N -1.949039 1.875896 1.044324 -0.032 -0.638 -0.681 0.18
N -1.898681 -0.655267 -1.712971 -0.294 0.648 0.480 0.20
N 2.062706 -0.249230 0.159739 0.523 3.119 -0.164 -0.07
Cl 0.165847 -1.700659 0.856324 -0.381 -0.734 1.305 0.58
H 2.355508 0.571568 -0.467350 -0.033 -2.419 0.834 0.14
H 1.990364 0.068944 1.121824 -0.044 -0.017 0.336 0.07

# 3
116
Properties=species:S:1:pos:R:3:forces:R:3:mulliken_spin:R:1 method="wB97M-V/def2-TZVPD" homo_lumo_gap_ev="5.364 / 5.215" spin_multiplicity=2 e_above_lowest_ev=0.999 charge=-1 e_lumo_ev="2.293 / 2.291" homo_energy_ev="-3.1 / -2.9" e_tot_ev=-97869.4474 s_squared=0.754 fmax_ev_per_a=1.22
Pt 0.054901 0.055084 1.084401 0.270 -0.084 0.693 0.81
O 2.280152 -0.526060 0.711829 0.053 0.229 0.320 0.05
N 2.861129 -0.965936 1.807053 0.480 -0.486 -0.155 0.01
C 4.215670 -0.910388 1.851087 -0.286 0.040 0.032 0.00
C 4.922925 -1.493990 2.862431 0.478 -0.027 0.186 0.00
C 4.249441 -2.142071 3.898372 -0.629 0.090 -0.123 0.00
C 2.868431 -2.150088 3.868121 0.937 -0.198 0.323 0.00
C 2.159774 -1.566767 2.820186 -1.107 0.370 -0.362 0.00
S 0.432201 -1.560154 2.798032 0.357 -0.263 -0.381 0.04
H 4.659100 -0.375269 1.025662 -0.036 -0.062 -0.066 0.00
H 6.003433 -1.442447 2.847904 -0.019 0.040 -0.039 0.00
H 4.787454 -2.618244 4.705941 0.024 0.000 0.019 0.00
H 2.297727 -2.623896 4.653831 -0.070 -0.009 -0.041 0.00
N -0.113901 2.027678 0.482193 -0.277 0.331 -0.045 0.03
P -0.409853 2.899393 1.715507 0.111 0.198 0.080 -0.03
N 0.701294 3.010000 3.046798 -0.036 -0.097 -0.399 0.00
C 0.923076 1.771613 3.790435 0.131 0.060 0.212 0.07
C 1.695496 2.053058 5.080649 -0.081 0.097 -0.011 0.00
C 2.804767 3.089633 4.837988 0.040 -0.067 -0.095 0.00
C 3.183495 3.092580 3.359950 -0.162 0.043 0.113 0.00
C 1.983220 3.536946 2.521303 0.029 0.101 0.016 0.00
N -1.860602 2.720677 2.579288 -0.011 -0.017 -0.218 -0.01
C -3.059619 2.698434 1.758688 0.025 -0.270 -0.044 0.01
C -4.016364 1.602981 2.231409 0.026 0.226 0.177 0.01
C -4.310018 1.752915 3.725833 0.091 -0.156 -0.072 0.00
C -2.998815 1.807293 4.510610 -0.146 0.197 0.008 0.00
C -2.146597 2.957097 3.974267 0.214 -0.165 0.101 0.00
N -0.489088 4.528830 1.265414 0.196 0.011 -0.005 0.00
C -0.824553 5.545812 2.252858 -0.038 -0.037 -0.073 0.00
C -0.008851 6.814254 2.020483 -0.120 -0.036 -0.069 0.00
C -0.288779 7.401137 0.626468 -0.035 -0.033 0.025 0.00
C -0.636899 6.292643 -0.383367 0.179 0.010 0.093 0.00
C 0.065078 4.997064 0.008406 -0.132 -0.043 -0.097 0.00
H 1.482171 1.062149 3.178295 -0.079 -0.130 -0.006 -0.06
H -0.033403 1.303931 4.015433 0.027 -0.117 -0.093 0.02
H 2.126157 1.110112 5.429875 -0.023 -0.008 0.025 0.00
H 1.013108 2.411112 5.857147 0.014 -0.019 0.025 0.00
H 3.676156 2.867972 5.458798 -0.006 0.087 0.045 0.00
H 2.448942 4.089665 5.102389 0.022 -0.003 0.048 0.00
H 3.509713 2.091386 3.066151 0.030 0.011 -0.038 0.00
H 4.011392 3.779217 3.168265 0.042 -0.053 -0.020 0.00
H 2.124155 3.226248 1.477091 0.029 0.018 0.029 0.00
H 1.926868 4.630732 2.546171 0.041 -0.039 -0.043 0.00
H -2.745169 2.512309 0.729604 -0.091 -0.011 0.009 -0.01
H -3.574037 3.676776 1.801056 0.054 0.008 0.008 0.00
H -3.536594 0.641854 2.048026 -0.025 -0.056 -0.092 0.01
H -4.947419 1.652293 1.654652 0.026 -0.068 -0.025 0.00
H -4.931443 0.922988 4.075567 -0.045 0.048 0.004 0.00
H -4.866952 2.682212 3.898750 -0.033 -0.020 0.035 0.00
H -2.449302 0.871846 4.371181 0.032 -0.002 0.041 0.00
H -3.193432 1.940038 5.579623 0.009 0.000 0.000 0.00
H -1.213567 3.054174 4.528926 -0.059 0.048 -0.026 0.00
H -2.709712 3.900360 4.095011 0.030 0.018 0.040 0.00
H -0.625619 5.144927 3.249152 -0.023 0.064 0.010 0.00
H -1.896873 5.798682 2.203120 0.010 -0.008 0.078 0.00
H 1.050199 6.563813 2.109206 0.001 0.031 0.029 0.00
H -0.237948 7.545619 2.799066 0.047 0.008 0.010 0.00
H 0.596638 7.945090 0.286998 -0.038 0.052 -0.025 0.00
H -1.109609 8.121475 0.681975 0.028 0.035 -0.005 0.00
H -0.346367 6.595436 -1.391795 -0.045 -0.014 -0.021 0.00
H -1.714456 6.110037 -0.383914 -0.006 -0.013 -0.048 0.00
H 1.150857 5.184977 0.071466 0.006 -0.035 -0.022 0.00
H -0.084792 4.203801 -0.723505 0.063 0.022 0.000 0.00
C -3.703606 0.910643 -1.967359 0.318 -0.343 0.006 0.00
S -2.865864 -0.535821 -1.222652 -0.931 0.469 -0.209 -0.02
C -4.402075 -1.458206 -0.851862 0.414 0.053 -0.226 0.00
O -2.365383 -0.049570 0.077513 -0.220 -0.020 0.364 -0.06
H -4.437452 1.304696 -1.266293 -0.009 -0.069 0.065 0.00
H -4.164938 0.619251 -2.911313 -0.025 0.015 -0.001 0.00
H -2.924629 1.652148 -2.136938 0.035 -0.024 -0.004 0.00
H -4.846240 -1.794472 -1.789964 -0.047 -0.010 0.016 0.00
H -5.088038 -0.829695 -0.286917 0.052 0.098 0.003 0.00
H -4.103507 -2.314032 -0.248387 -0.003 -0.052 -0.013 0.00
C 1.162900 -5.988864 -2.087658 -0.060 -0.024 -0.039 0.00
C -0.106686 -5.380322 -2.621183 -0.064 0.068 -0.040 0.00
C -0.659603 -5.958587 -3.764124 0.007 -0.040 -0.070 0.00
C -1.836202 -5.496607 -4.330418 -0.019 0.039 0.060 0.00
C -2.489865 -4.429303 -3.736308 -0.109 -0.049 -0.114 0.00
C -1.943250 -3.842723 -2.607112 0.110 -0.018 0.115 0.00
C -0.757104 -4.286710 -2.018736 0.132 -0.114 0.045 0.00
Sb -0.214590 -2.961911 -0.297040 -0.118 -0.166 -0.159 0.07
C -1.722275 -3.789905 1.059134 0.095 -0.034 -0.119 0.00
C -2.381271 -2.822897 1.819177 0.094 0.116 0.015 -0.02
C -3.372686 -3.150987 2.729818 -0.118 -0.144 0.090 0.00
C -3.736149 -4.479520 2.890790 0.057 0.106 -0.038 0.00
C -3.105964 -5.450475 2.128227 -0.033 -0.076 0.083 0.00
C -2.104253 -5.133373 1.211922 0.069 0.015 -0.095 0.00
C -1.472154 -6.247343 0.421374 -0.081 0.006 0.033 0.00
C 1.521706 -4.044294 0.408036 -0.151 0.328 0.177 -0.01
C 1.456924 -4.803223 1.571552 0.051 0.042 -0.027 0.00
C 2.580079 -5.456809 2.057758 -0.018 -0.038 0.132 0.00
C 3.794615 -5.304908 1.409913 0.056 -0.020 -0.029 0.00
C 3.875761 -4.504965 0.279816 0.038 0.009 -0.031 0.00
C 2.750482 -3.872281 -0.240726 -0.004 -0.028 0.069 0.01
C 2.879298 -3.002059 -1.462587 -0.042 0.073 0.204 0.00
H 1.268951 -7.015725 -2.441262 0.004 0.002 -0.009 0.00
H 1.176625 -5.988299 -1.002191 0.055 -0.069 -0.008 0.00
H 2.038382 -5.429937 -2.423639 0.022 -0.016 0.036 0.00
H -0.152088 -6.804815 -4.216907 0.008 0.003 0.013 0.00
H -2.240230 -5.969800 -5.216934 0.000 -0.005 -0.003 0.00
H -3.419177 -4.056898 -4.152380 0.001 0.016 0.013 0.00
H -2.459361 -3.004586 -2.154976 -0.042 0.034 -0.052 0.00
H -2.094211 -1.783378 1.714520 -0.004 0.062 -0.054 0.06
H -3.843070 -2.377289 3.325411 0.012 0.026 -0.038 0.00
H -4.494221 -4.760188 3.612301 -0.017 -0.010 -0.019 0.00
H -3.385259 -6.490819 2.261119 0.007 -0.002 -0.044 0.00
H -1.859567 -7.213322 0.747822 0.029 -0.019 0.007 0.00
H -0.388038 -6.250357 0.541330 -0.029 -0.024 -0.032 0.00
H -1.680621 -6.130867 -0.641953 -0.011 -0.069 0.029 0.00
H 0.520231 -4.871791 2.113334 0.007 -0.023 -0.005 0.00
H 2.508677 -6.069822 2.948964 -0.001 0.031 0.007 0.00
H 4.682359 -5.799491 1.786806 -0.006 0.013 0.006 0.00
H 4.834307 -4.363573 -0.209236 -0.011 -0.023 -0.023 0.00
H 3.792670 -3.229301 -2.014270 -0.032 -0.003 -0.029 0.00
H 2.903960 -1.956410 -1.145214 -0.020 0.081 -0.051 0.00
H 2.021814 -3.117653 -2.129105 0.056 -0.021 -0.080 0.00

# 4
15
Properties=species:S:1:pos:R:3:forces:R:3:lowdin_charge:R:1 method="wB97M-V/def2-TZVPD" homo_lumo_gap_ev=9.936 smiles=CN[C@H](C#N)CO e_above_lowest_ev=2.014 charge=0 e_lumo_ev=0.638 homo_energy_ev=-9.3 e_tot_ev=-9304.3796 fmax_ev_per_a=1.13
C 1.231523 0.702757 1.465334 0.136 0.141 0.082 -0.13
N 0.468667 -0.367010 0.840975 -0.151 0.032 0.028 -0.08
C 0.173325 -0.256152 -0.581334 -0.015 -0.060 -0.135 -0.34
C 0.567657 1.031746 -1.189866 0.278 0.904 -0.357 -0.20
N 0.870334 2.035312 -1.679508 -0.319 -0.984 0.466 0.17
C -1.332770 -0.449524 -0.850302 -0.008 0.287 -0.138 -0.23
O -1.842091 -1.576170 -0.178069 0.112 -0.282 -0.103 -0.05
H 0.739804 1.689568 1.446990 0.081 -0.183 -0.042 0.08
H 1.417178 0.431920 2.508596 -0.018 0.028 -0.160 0.08
H 2.202712 0.803411 0.968541 -0.153 -0.016 0.114 0.08
H -0.389563 -0.570411 1.342112 0.134 0.053 -0.071 0.10
H 0.733026 -1.025826 -1.138360 -0.084 0.080 0.067 0.15
H -1.516641 -0.495925 -1.932475 0.066 0.007 0.151 0.13
H -1.874338 0.413431 -0.452080 0.062 -0.083 -0.037 0.13
H -1.448822 -2.367126 -0.570553 -0.119 0.077 0.134 0.10